Entry 1:
Molecular formula: C6H5NO4Yb
Method: DFT, wB97M-V/def2-TZVPD

```
! wB97M-V def2-TZVPD RIJCOSX def2/J DEFGRID3
* xyz 3 2
Yb 0.0957 -0.0001 0.4040
O -0.0125 3.6479 0.0553
C -0.0006 2.4897 0.0658
C 0.0053 -2.4920 0.0658
O -0.0040 -3.6462 0.0560
C 2.5239 0.0030 0.0005
O 3.6736 0.0043 -0.0180
C -2.4438 -0.0028 -0.1486
O -3.6027 -0.0040 -0.0574
H -0.0130 0.3830 -2.3724
H -0.0122 -0.3832 -2.3724
C -1.7185 0.0009 4.7186
C -1.2134 0.0004 3.3952
N -0.6917 -0.0005 2.3642
H -2.7315 0.4236 4.7098
H -1.0650 0.6082 5.3606
H -1.7284 -1.0294 5.1027
*
```

<S²>: 0.75
Kohn-Sham gap (alpha / beta): 10.6 / 9.6 eV
relative energy (zero: lowest compared OMol25 entry of this formula, charge and spin): 0.0 kJ/mol

Charges computed using Löwdin, reported in e:
1 Yb 1.3802
2 O 0.2241
3 C 0.0271
4 C 0.0242
5 O 0.2268
6 C 0.0233
7 O 0.2422
8 C 0.0227
9 O 0.2015
10 H 0.0881
11 H 0.0881
12 C 0.0537
13 C -0.0751
14 N 0.0266
15 H 0.1457
16 H 0.1509
17 H 0.1499



Entry 2:
Molecular formula: C4H4N2OS
Method: DFT, wB97M-V/def2-TZVPD

```
! wB97M-V def2-TZVPD RIJCOSX def2/J DEFGRID3
* xyz 0 1
O -2.9625 -0.2881 0.0010
C -1.6215 -0.2494 -0.0087
C -0.7262 0.7652 -0.0028
C 0.5454 0.0718 0.0038
C 1.8093 0.5383 -0.0051
S 3.2470 -0.4250 -0.0004
N 0.2763 -1.3155 -0.0068
N -0.9692 -1.5026 0.0052
H -3.2823 0.6071 0.0046
H -0.9086 1.8200 -0.0046
H 1.9904 1.5874 0.0177
H 2.6018 -1.6093 -0.0038
*
```

Kohn-Sham gap: 7.8 eV
relative energy (zero: lowest compared OMol25 entry of this formula, charge and spin): 194.6 kJ/mol

Charges computed using Löwdin, reported in e:
1 O 0.0907
2 C -0.3847
3 C 0.0219
4 C -0.3893
5 C -0.4213
6 S 0.8066
7 N 0.0251
8 N 0.0885
9 H 0.1040
10 H 0.1059
11 H 0.0643
12 H -0.1116



Entry 3:
Molecular formula: C24H33Cl2I2N2O6S
Method: DFT, wB97M-V/def2-TZVPD

```
! wB97M-V def2-TZVPD RIJCOSX def2/J DEFGRID3
* xyz 1 1
C -0.5010 3.2680 2.5571
C -0.2755 2.2904 1.9092
C -0.0259 1.2013 1.0664
N -0.8711 0.3376 0.6215
C -2.2731 0.4422 1.0774
C -3.0527 1.5991 0.4246
C -4.2066 2.0402 1.3789
C -4.1314 3.5402 1.5316
O -4.3706 4.2508 0.5959
O -3.7618 4.0750 2.7112
C -0.3230 -0.7000 -0.2947
C -1.1953 -0.5586 -1.5680
C -1.0398 0.6035 -2.5629
O -1.3188 0.3931 -3.7040
I -0.4925 2.6176 -2.0878
C -0.5449 -2.1329 0.2944
I -0.4563 -2.1350 2.4755
C -1.8470 -2.8688 -0.0936
C -1.6754 -3.7947 -1.3223
C 1.2239 -0.3387 -0.4018
C 2.2048 -1.3372 0.2829
C 3.6725 -0.8801 0.2941
C 4.5405 -1.3074 -0.8921
C 5.9406 -0.8198 -0.6337
O 6.8211 -1.4991 -0.2037
O 6.1486 0.5155 -0.8806
O 1.7342 -0.1115 -1.6831
C 1.6791 -1.2360 -2.5696
C 1.4517 -0.7501 -4.0076
C 2.5900 -1.1810 -4.9487
C 1.3410 0.9103 0.5273
N 2.0759 2.0765 0.0154
C 2.7722 2.7269 0.7867
S 3.6363 3.5531 1.7709
H -0.7051 4.2051 3.0252
H -2.8116 -0.4757 0.8703
H -2.2926 0.5429 2.1573
H -3.4783 1.2396 -0.5049
H -2.4065 2.4557 0.2858
H -5.1470 1.7587 0.9210
H -4.1172 1.5342 2.3355
H -3.5338 3.3893 3.3687
H -2.2545 -0.5830 -1.3338
H -1.0232 -1.4325 -2.1849
H 0.2581 -2.7882 -0.0120
H -2.7284 -2.2435 -0.1711
H -2.0642 -3.5451 0.7258
H -2.5618 -3.7250 -1.9482
H -0.8291 -3.4821 -1.9284
H -1.5767 -4.8316 -1.0254
H 2.1723 -2.3323 -0.1632
H 1.9395 -1.5075 1.3216
H 4.1184 -1.3411 1.1755
H 3.8069 0.1910 0.4223
H 4.2068 -0.7822 -1.7868
H 4.5293 -2.3743 -1.0873
H 6.0026 0.7014 -1.8161
H 2.6177 -1.7900 -2.5814
H 0.9264 -1.9620 -2.2665
H 1.4198 0.3347 -3.9921
H 0.5234 -1.1431 -4.4072
H 3.5463 -1.0763 -4.4417
H 2.4508 -2.2162 -5.2496
H 2.5895 -0.5665 -5.8421
H 1.8925 0.6329 1.4303
C -4.2159 1.8039 6.5424
Cl -3.5537 1.8457 4.8844
Cl -4.5526 0.1568 7.0459
H -3.4828 2.2392 7.2102
H -5.1349 2.3769 6.5536
*
```

Kohn-Sham gap: 7.6 eV
relative energy (zero: lowest compared OMol25 entry of this formula, charge and spin): 0.0 kJ/mol

Charges computed using Löwdin, reported in e:
1 C 0.2581
2 C -0.0037
3 C -0.1974
4 N 0.0095
5 C -0.1406
6 C -0.1425
7 C -0.0756
8 C -0.5382
9 O 0.1314
10 O 0.0780
11 C -0.2835
12 C -0.0769
13 C -0.7748
14 O 0.0123
15 I 1.0686
16 C -0.5559
17 I 1.0464
18 C -0.3089
19 C -0.0639
20 C -0.3206
21 C -0.1391
22 C -0.1332
23 C -0.0994
24 C -0.5153
25 O 0.1567
26 O 0.0855
27 O -0.0803
28 C -0.1758
29 C -0.1995
30 C -0.0789
31 C -0.1953
32 N 0.0695
33 C -0.7823
34 S 0.8357
35 H 0.0847
36 H 0.1141
37 H 0.0975
38 H 0.1149
39 H 0.0565
40 H 0.1336
41 H 0.0557
42 H -0.0242
43 H 0.1213
44 H 0.1066
45 H 0.0723
46 H 0.0905
47 H 0.0614
48 H 0.0860
49 H 0.0597
50 H 0.0836
51 H 0.1211
52 H 0.0368
53 H 0.1356
54 H 0.1067
55 H 0.1024
56 H 0.1340
57 H 0.1188
58 H 0.1044
59 H 0.1081
60 H 0.1062
61 H 0.1030
62 H 0.0681
63 H 0.0794
64 H 0.0777
65 H 0.1567
66 C -0.9643
67 Cl 0.5972
68 Cl 0.5515
69 H 0.0342
70 H 0.0380



Entry 4:
Molecular formula: C15H17Cl2I2NRuS2Si
Method: DFT, wB97M-V/def2-TZVPD

```
! wB97M-V def2-TZVPD RIJCOSX def2/J DEFGRID3
* xyz 1 2
Ru -0.3682 0.9610 -2.1769
Cl -2.4165 0.0922 -3.4075
C -2.2898 -1.6453 -3.2450
C -3.4078 -2.4081 -3.5169
C -3.3008 -3.7803 -3.3727
C -2.1006 -4.3454 -2.9645
C -1.0027 -3.5450 -2.7041
Cl 0.4708 -4.2958 -2.2039
C -1.0664 -2.1526 -2.8479
S 0.3770 -1.1734 -2.5861
H -4.3326 -1.9418 -3.8289
H -4.1569 -4.4104 -3.5708
H -2.0084 -5.4159 -2.8410
I 1.1805 3.0971 -3.1977
C -0.3641 4.4674 -2.7506
I -2.0787 3.4037 -2.0882
H -0.6200 5.0200 -3.6449
H -0.0280 5.1096 -1.9480
C 2.3137 1.8412 3.9301
Si 2.2385 0.3964 2.7552
C 3.7730 0.3629 1.7093
C 2.0363 -1.1938 3.6979
C 0.6165 0.6360 1.7785
C -0.5558 0.7850 2.5014
C -1.7991 0.9836 1.8815
C -1.8480 1.0338 0.5163
N -0.7219 0.8853 -0.2089
C 0.4577 0.6993 0.3845
S 1.6439 0.5897 -0.8573
H 3.1882 1.7475 4.5806
H 1.4323 1.8951 4.5737
H 2.3993 2.7887 3.3924
H 4.6297 0.3058 2.3869
H 3.8879 1.2648 1.1047
H 3.8159 -0.5034 1.0461
H 2.9041 -1.3626 4.3418
H 1.9475 -2.0510 3.0261
H 1.1502 -1.1710 4.3374
H -0.5190 0.7519 3.5856
H -2.7065 1.0947 2.4573
H -2.7710 1.1831 -0.0256
*
```

<S²>: 0.76
Kohn-Sham gap (alpha / beta): 6.4 / 6.5 eV
relative energy (zero: lowest compared OMol25 entry of this formula, charge and spin): 33.7 kJ/mol

Charges computed using Löwdin, reported in e:
1 Ru 0.2907
2 Cl 0.6665
3 C -0.6246
4 C -0.0949
5 C -0.0554
6 C -0.0888
7 C -0.6776
8 Cl 0.7075
9 C -0.6570
10 S 0.6015
11 H 0.1147
12 H 0.1184
13 H 0.1149
14 I 0.9271
15 C -1.0801
16 I 0.9271
17 H -0.0227
18 H -0.0205
19 C -0.1698
20 Si 0.5095
21 C -0.1985
22 C -0.1671
23 C -0.2078
24 C -0.0522
25 C -0.0351
26 C -0.1590
27 N -0.1975
28 C -0.6970
29 S 0.5780
30 H 0.0424
31 H 0.0318
32 H 0.0403
33 H 0.0440
34 H 0.0261
35 H 0.0299
36 H 0.0425
37 H 0.0409
38 H 0.0347
39 H 0.1121
40 H 0.1166
41 H 0.0883